# C28H51IN4O9S

A molecular structure, C28H51IN4O9S (the ωB97M-V functional and the def2-TZVPD basis, OMol25).

Each line ends with the Mulliken charge.
Cartesian coordinates (Å):
C -1.57 -1.46 1.48  -0.71
C -2.68 -0.67 0.67  0.71
O -3.81 -0.71 1.09  -0.51
O -2.32 -0.01 -0.51  -0.32
C -2.22 -0.93 -1.61  -0.52
C -3.62 -1.32 -2.22  0.73
C -4.03 -2.69 -2.53  0.47
C -2.98 -3.85 -2.22  -0.93
O -2.16 -4.04 -3.39  -0.34
C -0.85 -3.54 -3.24  -0.40
O -0.64 -2.29 -3.91  -0.27
C 0.74 -1.87 -3.73  -0.56
C 0.89 -0.33 -3.50  -0.45
O 0.89 0.02 -2.09  -0.41
C -5.41 -3.01 -3.12  -1.17
C -6.35 -1.93 -3.44  0.36
C -7.72 -2.34 -4.08  -0.68
C -8.87 -1.26 -4.00  -0.75
C -9.21 -0.73 -2.55  -0.89
I -9.97 1.33 -2.79  -0.03
C -5.89 -0.54 -3.14  0.46
N -6.60 0.62 -3.40  -0.34
S -5.72 1.93 -2.87  0.08
N -4.32 1.19 -2.30  -0.57
C -4.54 -0.15 -2.52  0.55
H -1.64 -1.13 2.55  0.36
H -1.73 -2.57 1.37  0.24
H -0.57 -1.19 1.04  0.08
H -1.59 -1.83 -1.34  0.31
H -1.67 -0.38 -2.43  -0.10
H -2.42 -3.65 -1.28  0.30
H -3.53 -4.83 -2.06  0.45
H -0.50 -3.44 -2.17  0.35
H -0.16 -4.30 -3.72  0.31
H 1.24 -2.39 -2.87  0.31
H 1.29 -2.14 -4.68  0.33
H 0.14 0.29 -4.08  0.36
H 1.90 -0.02 -3.91  0.33
H 0.52 0.92 -2.06  0.21
H -5.64 -4.09 -3.29  0.32
H -8.12 -3.32 -3.69  0.37
H -7.51 -2.52 -5.18  0.30
H -9.81 -1.75 -4.40  0.41
H -8.67 -0.42 -4.73  0.40
H -10.05 -1.28 -2.05  0.50
H -8.30 -0.64 -1.90  0.31
C 6.16 2.88 1.44  -1.04
O 4.78 2.57 1.61  -0.08
C 3.99 3.71 1.96  -0.92
C 3.06 4.09 0.81  -0.15
N 3.81 4.66 -0.30  -0.30
C 3.02 4.80 -1.53  -0.93
C 2.48 3.52 -2.17  -0.09
O 3.49 2.67 -2.71  -0.48
C 4.10 1.80 -1.77  -0.60
H 6.71 1.95 1.35  0.27
H 6.32 3.47 0.53  0.37
H 6.55 3.43 2.31  0.39
H 4.60 4.55 2.29  0.56
H 3.37 3.40 2.81  0.38
H 2.33 4.83 1.17  0.40
H 2.52 3.19 0.51  0.01
H 4.61 4.07 -0.51  0.12
H 3.67 5.29 -2.26  0.37
H 2.19 5.49 -1.34  0.41
H 1.87 3.82 -3.02  0.43
H 1.81 2.96 -1.50  0.10
H 3.41 1.48 -0.98  0.23
H 4.98 2.27 -1.34  0.27
H 4.44 0.91 -2.31  0.38
C 2.92 -1.31 2.11  -0.56
O 4.01 -1.06 2.98  -0.41
C 4.23 0.33 3.23  -0.60
C 3.88 0.68 4.67  -0.33
N 2.43 0.61 4.90  -0.27
C 2.05 0.67 6.31  -0.68
C 2.53 -0.47 7.23  -0.50
O 1.94 -1.73 6.94  -0.43
C 2.58 -2.46 5.90  -0.45
H 2.94 -2.36 1.83  0.34
H 1.97 -1.10 2.61  0.22
H 2.99 -0.71 1.19  0.24
H 3.69 0.97 2.53  0.34
H 5.30 0.51 3.08  0.20
H 4.23 1.69 4.90  0.49
H 4.41 -0.03 5.32  0.23
H 2.08 -0.25 4.51  -0.03
H 0.96 0.67 6.34  0.37
H 2.38 1.62 6.73  0.40
H 2.21 -0.22 8.24  0.36
H 3.62 -0.55 7.27  0.35
H 3.65 -2.28 5.87  0.27
H 2.12 -2.23 4.94  0.10
H 2.41 -3.53 6.09  0.31

The total energy is -73179.838 eV. As for the LUMO energy: -0.9 eV. Its gap between HOMO and LUMO is 7.70 eV. As for the total charge: 0.